--- 1 ---
The following is a DFT calculation (the ωB97M-V functional and the def2-TZVPD basis) of 7 unconnected molecules or ions with the total composition C30H49N7O11.

Geometry as XYZ:
```
97
Properties=species:S:1:pos:R:3:lowdin_charge:R:1
C -3.714 -0.143 -1.220 0.0201
C -3.091 0.057 0.255 -0.3794
C -1.834 0.852 0.390 -0.1469
C -1.951 2.440 0.293 -0.1051
C -3.061 2.769 1.420 -0.1059
C -4.416 2.066 1.228 -0.4766
N -4.231 0.649 1.108 0.0158
O -5.189 -0.065 1.323 0.2268
C -5.150 2.647 -0.015 0.0240
C -5.116 2.320 2.551 -0.0161
C -2.837 -1.412 0.740 0.0059
H -4.664 -0.758 -1.163 0.1094
H -3.086 -0.590 -2.052 0.0773
H -3.794 0.947 -1.740 0.1149
H -0.951 0.454 -0.350 0.1751
H -1.361 0.804 1.319 0.0624
H -2.117 2.528 -0.725 0.0489
H -0.938 3.006 0.668 0.1544
H -3.077 3.832 1.371 0.1248
H -2.625 2.608 2.340 0.0710
H -4.371 2.799 -0.896 0.1293
H -5.784 3.427 0.290 0.0773
H -6.002 2.128 -0.431 0.0903
H -5.358 3.367 2.754 0.1052
H -4.604 1.913 3.475 0.1317
H -6.148 1.914 2.335 0.1073
H -3.432 -2.127 0.440 0.0129
H -2.718 -1.366 1.969 0.1665
H -1.891 -1.826 0.345 0.0841
N 1.646 -0.777 -0.815 -0.6433
O 2.385 -1.338 -1.651 -0.0533
O 0.659 -1.367 -0.410 -0.0886
O 2.112 0.147 -0.155 -0.0586
C 6.242 -3.097 0.430 -0.1005
C 4.732 -2.785 0.517 0.0093
C 3.691 -3.952 0.451 0.0363
C 4.259 -5.396 0.298 -0.0217
C 5.890 -5.595 0.245 0.0593
C 6.804 -4.366 0.248 -0.0969
N 3.240 -6.536 0.533 -0.3977
O 2.096 -6.277 0.454 0.0929
O 3.756 -7.659 0.473 0.0395
H 6.761 -2.274 0.573 0.0233
H 4.317 -1.742 0.449 0.0828
H 2.639 -3.958 0.701 0.0631
H 6.248 -6.613 0.117 0.0663
H 7.980 -4.250 0.025 0.1420
C 1.713 2.067 -3.732 -0.0702
C 2.498 2.231 -5.088 0.0606
C 1.871 3.319 -6.072 0.0664
C 0.743 4.188 -5.655 -0.1886
C -0.024 3.875 -4.410 0.0423
C 0.585 2.838 -3.351 -0.1003
N 0.265 5.193 -6.519 -0.3896
O 0.936 5.486 -7.578 0.0149
O -0.777 5.707 -6.366 0.0944
H 2.051 1.312 -2.752 0.1550
H 3.304 1.731 -5.203 -0.0090
H 2.294 3.418 -7.072 0.0889
H -1.079 4.547 -4.059 0.1715
H -0.078 2.804 -2.455 0.0669
C 0.866 -0.701 5.108 -0.3056
O 1.092 -0.631 6.429 -0.1169
N 1.647 -1.153 4.212 -0.2140
C 1.217 -1.442 2.769 0.0157
C 2.888 -1.651 4.484 -0.1235
H -0.088 -0.287 4.738 0.1253
H 2.013 -1.451 2.068 0.0560
H 0.399 -0.842 2.545 0.0411
H 0.921 -2.487 2.949 0.1096
H 3.151 -2.644 3.788 0.1362
H 3.160 -2.001 5.659 0.1579
H 3.738 -0.965 4.273 0.0859
C -0.083 2.971 3.413 -0.3625
O -0.654 3.594 4.383 -0.0654
N 0.899 3.419 2.690 -0.1734
C 1.626 2.452 1.877 -0.0248
C 1.628 4.744 2.976 0.0049
H -0.474 1.890 3.066 0.1499
H 1.730 1.525 2.310 0.0712
H 2.422 2.988 1.453 0.0959
H 1.081 2.380 1.123 -0.0206
H 1.087 5.409 2.151 0.1301
H 2.713 4.556 2.878 0.0785
H 1.487 5.125 4.048 0.1024
C -1.266 -4.028 -1.299 -0.3350
O -2.059 -4.809 -0.676 -0.0823
N -1.613 -3.577 -2.486 -0.1538
C -0.922 -2.383 -3.152 -0.0063
C -2.807 -4.071 -3.190 -0.0564
H -0.237 -3.645 -0.677 0.1855
H -1.608 -1.461 -3.212 0.0931
H -0.524 -2.750 -3.903 -0.0166
H 0.074 -1.999 -2.696 0.1012
H -3.686 -4.189 -2.653 0.0378
H -2.816 -4.899 -3.963 0.1105
H -3.249 -3.100 -3.677 0.1054
```

Computed properties:
Charge ... 0
HOMO energy ... -0.318 hartree
LUMO energy ... -4.43 eV
HOMO-LUMO gap ... 4.21 eV

***

--- 2 ---
The following is a DFT calculation (the ωB97M-V functional and the def2-TZVPD basis) of 7 unconnected molecules or ions with the total composition C30H49N7O11.

Geometry as XYZ:
```
97
Properties=species:S:1:pos:R:3:lowdin_charge:R:1
C 0.906 2.260 -1.291 0.0329
C 2.166 3.003 -1.854 -0.4360
C 2.154 4.499 -1.618 -0.1315
C 2.430 4.828 -0.110 -0.1138
C 3.886 4.199 0.179 -0.1018
C 3.897 2.693 0.025 -0.4652
N 3.317 2.333 -1.250 0.0661
O 3.792 1.298 -1.875 0.1875
C 3.193 2.055 1.197 0.0031
C 5.323 2.093 0.065 -0.0147
C 2.128 2.966 -3.442 0.0058
H -0.003 2.767 -1.789 0.1392
H 0.771 2.347 -0.281 0.0460
H 1.061 1.265 -1.617 0.0719
H 1.143 4.893 -1.858 0.1409
H 2.861 4.940 -2.381 0.1341
H 1.700 4.499 0.617 0.1051
H 2.482 5.871 0.017 0.0898
H 4.263 4.641 1.187 0.1659
H 4.521 4.861 -0.347 0.0979
H 2.235 2.370 1.609 0.0992
H 3.663 2.189 1.993 0.0235
H 2.784 1.134 0.947 0.0809
H 5.968 2.450 0.833 0.0703
H 5.941 2.436 -0.973 0.1588
H 5.230 0.910 0.055 0.1386
H 2.897 3.554 -4.042 0.1228
H 1.160 2.976 -3.802 0.0434
H 2.349 1.866 -3.537 0.0961
N -0.515 -1.084 0.559 -0.6028
O 0.453 -0.246 0.390 -0.1082
O -1.257 -1.043 1.592 -0.0711
O -0.788 -1.858 -0.312 -0.0363
C -4.651 0.985 -0.819 -0.1092
C -5.106 1.848 -1.935 -0.0675
C -4.314 1.935 -3.225 0.0166
C -2.833 1.527 -3.191 -0.0615
C -2.382 0.648 -1.873 0.0802
C -3.397 0.373 -0.775 -0.0854
N -2.039 1.517 -4.433 -0.3654
O -0.813 1.343 -4.210 -0.0051
O -2.550 1.514 -5.551 0.0706
H -5.447 0.801 0.148 0.1679
H -6.149 2.401 -2.021 0.1220
H -4.709 2.459 -3.988 0.0368
H -1.255 0.302 -1.677 0.1063
H -3.050 -0.399 -0.040 0.0923
C -0.797 -2.875 -5.642 -0.0852
C -0.725 -2.522 -4.110 0.0100
C 0.681 -2.213 -3.593 0.0523
C 1.927 -2.566 -4.506 -0.1012
C 1.762 -2.711 -6.012 0.0618
C 0.296 -2.997 -6.467 -0.0864
N 3.263 -2.578 -3.921 -0.3487
O 3.484 -1.728 -2.948 -0.0095
O 4.053 -3.366 -4.383 0.0901
H -1.670 -3.123 -6.139 0.0594
H -1.738 -2.799 -3.623 0.1176
H 0.847 -1.859 -2.590 0.0593
H 2.679 -2.819 -6.674 0.1108
H 0.276 -3.272 -7.489 0.0705
C -4.449 -1.779 2.801 -0.2871
O -5.425 -1.724 1.927 -0.1031
N -4.457 -1.220 3.980 -0.1787
C -3.187 -1.215 4.704 -0.0237
C -5.641 -0.577 4.585 -0.0361
H -3.452 -1.942 2.470 0.1015
H -2.780 -2.339 4.717 0.1532
H -3.412 -0.969 5.601 0.0058
H -2.416 -0.589 4.501 0.0457
H -6.359 -0.385 3.839 0.0416
H -5.524 0.557 4.900 0.1231
H -5.971 -1.344 5.412 0.1293
C -1.147 -4.612 1.964 -0.3618
O -1.356 -4.396 3.168 -0.0346
N -1.182 -5.822 1.422 -0.2032
C -0.915 -5.982 -0.065 -0.0591
C -1.314 -7.048 2.245 -0.0477
H -0.847 -3.761 1.153 0.1514
H -1.711 -5.189 -0.674 0.1513
H -1.041 -6.766 -0.678 -0.0029
H 0.248 -5.690 -0.249 0.1270
H -0.796 -7.871 1.586 0.1071
H -2.287 -7.420 2.512 0.0675
H -0.586 -6.901 3.109 0.1021
C 0.708 3.069 4.946 -0.2761
O 0.999 3.946 5.863 -0.1062
N 1.445 1.923 4.809 -0.1692
C 0.879 0.807 4.004 -0.0292
C 2.782 1.729 5.414 -0.0383
H -0.451 3.272 4.514 0.1872
H -0.109 0.904 3.858 0.0185
H 1.189 -0.064 4.601 0.1011
H 1.290 0.757 2.898 0.1013
H 3.328 2.528 5.479 0.0172
H 3.436 0.886 5.090 0.1101
H 2.785 1.448 6.433 0.0773
```

Computed properties:
Charge ... 0
HOMO energy ... -0.306 hartree
LUMO energy ... -4.00 eV
HOMO-LUMO gap ... 4.32 eV

***

2 wins, 2.548 eV ahead of the next structure.